The following is a DFT calculation (wB97M-V/def2-TZVPD) of a structure of composition C35H77AlN4O8P at a distorted geometry.

## Properties
LUMO energy in eV: 2.11
2S+1: 1
Net charge: -1
Frontier orbital gap in eV: 5.63
Highest occupied orbital energy in eV: -3.52
Energy above the lowest of the compared OMol25 structures with the same formula, charge and spin in eV: 0.0000

The geometry in XYZ format:
```
126
Properties=species:S:1:pos:R:3:forces:R:3
C -3.013138 -0.037812 -3.941574 -0.2 -0.1 0.1
C -3.053086 -1.561291 -4.147182 0.2 0.1 -0.1
C -1.839491 -2.096020 -4.907808 -0.3 0.0 -0.2
C -1.910590 -3.606981 -5.192931 0.2 -0.1 -0.1
C -0.878949 -4.427273 -4.417189 0.1 0.1 0.1
C -1.028020 -4.362201 -2.897047 -0.1 -0.2 0.1
C -2.223129 -5.175851 -2.372399 0.1 -0.1 0.1
C -2.967870 -4.543138 -1.193608 0.0 -0.2 0.0
C -2.238152 -4.714652 0.146099 -0.2 0.0 0.1
C -2.667276 -3.718411 1.237590 -0.2 -0.2 0.1
C -1.638084 -3.482995 2.357255 -0.1 0.0 0.2
C -0.947059 -2.106382 2.402083 -0.1 -0.1 0.2
C 0.453517 -2.132661 3.045251 0.2 0.6 0.1
C 1.583809 -1.440451 2.248027 0.0 -0.3 0.0
Al 2.143386 -2.159324 0.464733 -0.4 0.4 0.1
C 0.651833 -1.777230 -0.835293 0.3 0.1 -0.2
C 0.575286 -0.260911 -1.018155 0.3 -0.1 -0.3
O -0.780678 0.233098 -0.771061 -0.1 -0.6 0.2
C -0.923871 1.194988 0.131768 -0.7 -0.3 -0.3
O -0.101720 2.034382 0.352435 1.0 0.9 0.4
C -2.226839 1.124718 0.890328 -0.3 -0.1 -0.4
C -3.411917 0.556735 0.108490 0.0 0.0 0.2
O 3.537306 -1.205037 -0.114757 -0.2 -0.2 -0.1
C 4.005227 -1.489320 -1.403080 0.3 0.1 0.0
C 4.545843 -0.229285 -2.133381 -0.2 0.1 0.1
C 4.623457 1.007606 -1.237283 -0.1 -0.1 -0.3
P 2.809152 -4.460076 0.387926 0.4 -0.3 0.0
C 1.917276 -5.373329 1.733469 -0.1 -0.1 -0.3
O 1.944881 -5.064900 -0.967804 -0.2 -0.1 0.0
H -2.022044 0.372058 -4.140800 0.0 0.0 0.1
H -3.729466 0.464077 -4.596697 0.1 0.0 -0.1
H -3.289577 0.224905 -2.920357 0.1 0.1 0.0
H -3.941213 -1.822947 -4.731629 0.0 -0.1 0.1
H -3.137834 -2.080035 -3.188662 0.0 0.0 0.0
H -1.802112 -1.563071 -5.864649 0.1 0.1 0.1
H -0.918570 -1.845137 -4.373362 0.0 0.0 0.0
H -2.919029 -3.985350 -4.990066 0.0 0.1 0.0
H -1.734381 -3.775771 -6.260033 -0.1 0.0 0.0
H 0.119141 -4.065296 -4.687746 0.0 0.0 0.0
H -0.923112 -5.476049 -4.733974 0.0 0.0 0.0
H -0.107737 -4.737594 -2.445167 0.0 0.2 0.1
H -1.124279 -3.324590 -2.568251 0.1 0.0 -0.1
H -2.920712 -5.393481 -3.188129 0.0 0.1 0.0
H -1.850385 -6.149156 -2.027703 -0.1 -0.1 -0.1
H -3.163380 -3.482320 -1.384991 0.1 0.0 -0.1
H -3.943911 -5.037004 -1.119494 -0.1 0.2 0.1
H -2.514995 -5.708436 0.517460 0.4 -0.1 0.0
H -1.150971 -4.722566 0.012644 0.0 0.3 -0.1
H -3.562809 -4.143098 1.705109 -0.1 0.2 -0.1
H -2.989955 -2.768232 0.797738 0.2 0.0 0.0
H -2.160224 -3.589599 3.313273 0.1 -0.1 0.0
H -0.884562 -4.275528 2.341955 0.0 0.0 -0.1
H -1.584448 -1.473303 3.031116 0.0 0.1 -0.2
H -0.921864 -1.641672 1.414633 0.1 -0.1 -0.1
H 0.722110 -3.160978 3.303709 0.0 0.0 -0.1
H 0.387340 -1.586922 3.992522 -0.1 -0.3 0.2
H 2.459522 -1.388830 2.911290 0.0 0.1 -0.1
H 1.287438 -0.391846 2.079685 0.0 0.0 0.0
H 0.889162 -2.243405 -1.794974 -0.2 0.0 -0.1
H -0.304799 -2.189944 -0.509365 0.0 0.1 0.0
H 1.253187 0.292205 -0.364444 -0.2 0.0 0.1
H 0.849622 0.018892 -2.039578 -0.1 0.1 0.0
H -2.022778 0.471626 1.742640 0.0 0.1 0.1
H -2.438545 2.130970 1.250570 0.0 -0.1 0.2
H -3.123603 -0.343072 -0.432901 0.0 0.0 0.0
H -3.810127 1.293823 -0.591005 0.1 -0.1 -0.1
H -4.215537 0.293599 0.799706 0.0 0.0 0.0
H 3.219644 -1.925852 -2.040276 0.0 -0.1 0.1
H 4.803413 -2.245670 -1.351577 0.0 0.0 0.0
H 5.536929 -0.449706 -2.547365 0.0 0.0 0.0
H 3.897548 0.009038 -2.982000 0.1 0.0 0.0
H 4.965987 1.868316 -1.821875 0.1 0.0 0.1
H 3.630047 1.245397 -0.857415 0.1 0.0 0.1
H 5.291870 0.841872 -0.392424 -0.1 0.1 0.0
H 2.169640 -4.934911 2.700342 0.0 0.0 0.0
H 0.831467 -5.354061 1.592101 0.0 0.1 0.1
H 2.234341 -6.420895 1.728820 0.0 0.0 0.1
H 1.473361 -5.869790 -0.724399 0.1 0.1 0.0
C 4.374624 1.835191 -5.670769 0.0 0.0 0.1
O 3.596741 1.023452 -5.219849 -0.1 0.0 -0.1
N 5.643738 1.545070 -6.034978 0.0 0.0 -0.1
C 6.544730 2.544711 -6.558491 0.0 -0.1 0.0
C 6.102483 0.174383 -5.878656 0.0 0.0 0.0
H 4.114036 2.899087 -5.814220 0.0 0.0 0.0
H 6.875819 2.282288 -7.566576 0.0 0.0 0.0
H 7.425243 2.647812 -5.919716 0.0 0.0 0.0
H 6.034771 3.505775 -6.601112 0.0 0.0 0.0
H 5.487022 -0.503563 -6.470971 0.0 0.0 0.0
H 6.030513 -0.134891 -4.836054 0.0 0.0 0.0
H 7.137037 0.106980 -6.208732 0.0 0.0 0.0
C -0.660078 0.115335 5.786364 0.0 -0.2 -0.3
O -1.633213 -0.602496 5.931940 -0.1 0.1 0.2
N -0.702122 1.375680 5.324691 0.1 0.2 0.1
C 0.493654 2.145198 5.066710 -0.1 0.0 -0.1
C -1.981801 1.984818 4.999111 0.0 -0.2 0.0
H 0.366627 -0.241702 5.977645 0.0 0.1 0.1
H 0.487082 3.075187 5.640114 0.0 0.0 0.0
H 0.531649 2.398666 4.008015 0.1 0.0 0.0
H 1.381130 1.569222 5.325018 0.0 -0.1 0.0
H -2.621086 2.050519 5.876594 0.0 0.0 0.0
H -2.498175 1.388656 4.244038 0.0 0.0 0.0
H -1.800832 2.984215 4.611106 0.0 0.0 0.0
C -5.082965 4.472031 5.296959 0.1 0.0 -0.1
O -4.398123 3.825921 6.063991 -0.1 0.1 0.1
N -4.652552 5.557269 4.621518 0.0 0.1 0.0
C -5.510629 6.287369 3.716470 0.1 0.0 0.0
C -3.276821 5.996611 4.809504 0.0 -0.1 0.0
H -6.133730 4.213605 5.077151 0.0 0.0 0.0
H -5.100748 6.280820 2.704046 0.0 0.0 0.0
H -5.622688 7.325190 4.039785 0.0 0.0 0.0
H -6.495177 5.823102 3.693919 0.0 0.0 0.0
H -2.571873 5.219690 4.519470 0.0 0.0 0.0
H -3.096382 6.241711 5.856796 0.0 0.0 0.0
H -3.100132 6.876887 4.196130 0.0 0.0 0.0
C 0.439246 5.932861 2.583905 0.0 0.0 0.0
O -0.151298 5.402224 3.508144 0.0 0.0 0.0
N 1.586042 5.485382 2.045193 0.0 0.1 0.0
C 2.238342 6.166959 0.948310 0.0 -0.1 0.0
C 2.179915 4.267486 2.575078 -0.1 0.0 0.0
H 0.070722 6.855723 2.102630 0.0 0.0 0.0
H 2.310983 5.511417 0.078704 0.0 0.0 0.0
H 3.244211 6.482265 1.234275 0.0 0.0 0.0
H 1.661996 7.048566 0.672721 0.0 0.0 0.0
H 1.484872 3.437932 2.459364 0.1 0.0 -0.1
H 2.404000 4.387449 3.635947 0.0 0.0 0.0
H 3.093288 4.045282 2.029868 0.0 0.0 0.0
```
Positions in Å, forces in eV/Å.